1.
{"formula": "CH4N2O3", "method": "ωB97M-V with the def2-TZVPD basis set", "species": ["C", "N", "N", "O", "O", "O", "H", "H", "H", "H"], "coordinates": [[-1.2862, -0.9990, 0.2857], [1.4254, 0.6045, -0.1902], [-0.9675, 0.2183, -0.0644], [0.1517, 0.2281, -1.0858], [-1.2054, 1.2957, 0.4511], [1.5978, -0.1652, 0.8013], [-0.7869, -1.7679, -0.2252], [-2.1372, -1.3120, 0.9456], [1.1542, 1.5841, 0.1117], [2.0541, 0.3133, -1.0298]], "e_homo_ev": [-6.56, -10.24], "de_lowest_kj_mol": 539.6, "charge": 0, "spin_multiplicity": 3}

***

2.
{"formula": "CH4N2O5S", "method": "ωB97M-V with the def2-TZVPD basis set", "species": ["C", "N", "N", "O", "O", "O", "O", "O", "S", "H", "H", "H", "H"], "coordinates": [[0.1660, 1.4947, -1.6372], [-1.0899, 0.5129, 0.0904], [-0.0893, -1.4952, 2.2500], [0.3780, -0.9232, 3.1935], [-0.6126, -2.5736, 2.2183], [0.5194, -1.8621, -0.4921], [1.6159, -0.0437, 0.6554], [-0.3504, 1.5522, -0.3242], [0.4294, -0.8222, 0.5029], [-0.6785, 1.2607, -2.2830], [0.7368, 0.5893, -1.6064], [0.6357, 2.3933, -1.9882], [-1.6605, -0.0833, -0.5794]], "e_homo_ev": -10.17, "de_lowest_kj_mol": 384.5, "charge": 0}

***

no.,E_tot (eV)
1,-10213.923
2,-25147.062